Arrangement w

Entry from OMol25: a 2-piece molecular cluster, C2H7O2 overall (the ωB97M-V functional and the def2-TZVPD basis).

Values from the calculation:
LUMO level = 4.692 eV
net charge = -1
M = 63.1 g mol⁻¹
highest occupied orbital energy = -3.282 eV

CARTESIAN COORDINATES (ANGSTROEM)
O 1.26613 0.74145 -1.92807
H 1.37381 1.56576 -1.44626
C 0.10050 -0.69682 0.84245
O 1.16147 -0.84325 -0.04144
C -1.08217 0.13730 0.30311
H -0.31754 -1.68345 1.10900
H 0.44703 -0.23919 1.78754
H 1.19639 -0.01553 -1.06669
H -1.17728 1.12072 0.75567
H -0.93754 0.30091 -0.75943
H -2.03079 -0.38789 0.44412

=====

Arrangement x

Entry from OMol25: a 2-piece molecular cluster, C2H7O2 overall (the ωB97M-V functional and the def2-TZVPD basis).

Values from the calculation:
LUMO level = 4.670 eV
net charge = -1
M = 63.1 g mol⁻¹
highest occupied orbital energy = -3.440 eV

CARTESIAN COORDINATES (ANGSTROEM)
C -1.02191 -0.00356 0.11111
O -0.49971 -1.24416 0.39947
C -0.02654 1.17332 0.36173
H -1.88586 0.27828 0.72921
H -1.35394 0.02322 -0.94873
H -0.03495 1.50303 1.40272
H -0.14893 1.95889 -0.38160
H 0.99128 0.79069 0.22831
H 0.47998 -1.34254 -0.11122
H 2.07058 -1.82604 -0.65263
O 1.43000 -1.31113 -1.13837

=====

So which one wins? Going from most stable to least: arrangement w, arrangement x.